C40H36N2O2PdSb2 | the ωB97M-V functional and the def2-TZVPD basis

The geometry in XYZ format:
```
83
Properties=species:S:1:pos:R:3:forces:R:3:mulliken_charge:R:1
C -2.328 -1.794 -3.511 0.0 -0.1 0.0 -1.08
H -2.719 4.925 -1.059 0.0 0.0 0.0 0.31
Pd -0.642 0.223 -0.225 -0.3 -0.5 0.7 -0.10
H -7.742 2.566 0.100 0.0 0.0 0.0 0.42
C 3.812 0.258 -1.109 0.1 0.1 0.1 -1.09
O 5.940 0.170 -4.885 -0.1 0.0 0.1 -0.47
C -1.490 3.333 -1.850 0.1 0.1 0.0 1.27
C 2.932 5.398 0.553 -0.1 0.0 0.0 -0.65
C -1.613 4.019 1.364 0.0 -0.3 0.2 -1.29
H -1.030 4.058 2.285 0.0 0.0 0.0 0.52
H -0.378 -2.791 -0.309 0.0 0.0 0.1 0.53
C 1.233 -0.199 2.389 0.1 0.0 -0.2 0.23
H 1.092 4.985 1.571 0.0 0.0 0.0 0.38
H -5.480 2.454 1.038 0.0 -0.1 0.0 0.31
C -1.364 -1.238 -1.434 0.3 0.2 0.3 0.15
N -0.061 -0.506 2.247 0.0 -0.1 -0.1 0.35
C 3.353 4.136 -1.459 0.0 0.0 0.0 -0.76
H 4.685 5.616 -0.661 0.0 0.0 0.0 0.42
N 1.589 -0.063 -0.009 -0.2 -0.1 -0.7 0.66
H 3.128 0.021 1.343 0.0 0.0 0.0 0.23
H 2.891 0.165 3.696 0.0 0.0 0.0 0.48
C -0.241 -0.682 4.625 0.0 0.0 0.0 -0.85
H -3.995 1.852 2.731 0.0 0.1 0.0 0.60
H 4.327 0.402 -0.169 0.0 0.0 0.0 0.33
C -5.230 -0.036 -1.297 -0.1 0.2 0.1 -0.56
C -2.074 -0.829 -2.535 0.0 -0.1 -0.2 0.10
H 3.235 6.155 1.265 0.0 0.0 0.0 0.43
H -2.869 -1.508 -4.405 0.0 0.0 0.0 0.49
C -4.842 0.850 -0.281 -0.1 -0.1 0.0 0.84
H -4.546 -0.782 -1.674 0.0 0.0 0.0 0.35
H 6.264 -0.225 -4.068 0.0 0.0 0.0 0.34
C -2.428 4.359 -1.937 0.0 0.0 0.0 -0.57
H -3.475 4.126 2.399 0.0 0.1 0.0 0.47
C 1.085 -0.325 4.769 0.1 0.0 0.0 -0.54
C 2.444 0.014 -1.162 -0.1 0.1 0.2 0.76
C -2.998 4.679 -3.164 0.0 0.0 0.0 -0.85
C 3.743 5.096 -0.533 0.0 0.0 0.0 -0.65
C -2.624 3.987 -4.308 0.0 0.0 0.0 -0.63
H -6.819 -0.640 -2.599 0.0 0.0 0.0 0.44
C -0.930 -2.520 -1.198 -0.1 -0.1 0.0 -0.33
C 4.540 0.366 -2.284 0.0 0.0 0.1 -1.32
H -3.725 5.479 -3.228 0.0 0.0 0.0 0.46
C 1.334 3.777 -0.211 0.1 -0.2 0.1 0.94
Sb -3.005 0.560 0.641 0.4 0.1 -0.2 0.87
C 3.915 0.245 -3.520 0.1 0.0 0.0 0.64
C 1.721 4.735 0.724 0.1 -0.1 -0.1 -0.61
C -1.681 2.970 -4.231 0.0 0.0 0.0 -0.88
C -7.409 0.978 -1.313 0.0 0.0 0.0 -0.50
H -2.402 0.194 -2.671 0.0 0.0 0.0 0.92
C -5.756 1.780 0.237 0.0 -0.1 -0.1 -0.33
H -0.861 -0.907 5.482 0.0 0.0 0.0 0.46
H -0.873 -4.487 -2.041 0.0 0.0 0.0 0.44
H 0.768 -0.339 -2.435 -0.1 0.0 0.0 0.24
H -3.062 4.249 -5.265 0.0 0.0 0.1 0.43
C 1.840 -0.091 3.627 0.2 0.0 0.1 -0.90
H -0.383 1.845 -2.956 0.1 -0.1 0.0 0.45
H 5.599 0.589 -2.215 0.0 0.0 0.0 0.35
C 2.058 -0.056 1.170 0.0 0.0 0.3 0.03
C -3.072 2.046 2.184 0.0 -0.1 -0.1 -1.29
H -1.800 -1.064 3.189 0.0 0.0 0.0 0.54
C 2.549 0.004 -3.569 -0.1 0.0 0.0 -0.87
H 1.535 -0.252 5.750 0.0 0.0 0.0 0.46
C -0.766 -0.762 3.338 -0.1 0.0 0.0 -0.27
H -3.635 3.599 0.743 0.0 0.0 0.0 0.15
C -3.018 3.490 1.636 0.0 0.0 0.1 -0.37
C 2.147 3.465 -1.300 0.0 0.1 0.1 -0.73
H 1.844 2.729 -2.035 0.0 0.0 0.0 0.52
C -7.034 1.845 -0.290 0.0 0.0 0.0 -0.80
H -2.237 1.836 2.853 0.0 0.1 0.1 0.54
H -1.379 2.437 -5.125 0.0 0.0 0.0 0.49
C -6.513 0.039 -1.813 0.0 0.0 0.0 -0.70
H -1.629 5.019 0.932 0.0 0.0 0.0 0.67
O 4.034 0.808 -5.807 0.0 0.0 0.0 -0.52
C -1.118 2.640 -3.004 -0.1 0.1 0.0 -0.95
C -1.898 -3.103 -3.332 0.0 0.1 0.0 -0.72
Sb -0.531 2.816 -0.027 -0.4 0.8 -0.8 1.32
C 4.622 0.429 -4.838 0.1 0.0 0.0 0.59
H 2.072 -0.074 -4.538 0.0 0.0 0.0 0.51
H 3.982 3.913 -2.313 0.0 0.0 0.0 0.51
C -1.206 -3.467 -2.182 0.0 0.0 -0.1 -0.64
H -8.414 1.026 -1.714 0.1 0.0 0.0 0.40
H -2.101 -3.844 -4.094 0.0 0.0 0.0 0.44
C 1.827 -0.121 -2.397 -0.1 0.0 -0.1 0.03
```
Forces are in eV/Å.

Properties
Highest occupied orbital energy (spin up / spin down): -13.74 / -13.65 eV
Net charge: +2
LUMO level (spin up / spin down): -8.0 / -8.2 eV
E_tot: -2413.618864 Ha
Gap between HOMO and LUMO (spin up / spin down): 5.765 / 5.409 eV